Molecular formula: C21H16ClN3O2S2
Method: DFT, ωB97M-V/def2-TZVPD

The geometry in XYZ format:
```
45
Properties=species:S:1:pos:R:3:forces:R:3
C -3.4746 0.4801 -0.8297 -0.23 -0.04 0.09
H -5.8272 -1.5613 1.7157 0.00 0.00 -0.05
C 1.7155 -0.8725 2.7388 -0.07 0.20 0.16
S 3.4518 0.4386 1.3828 -0.34 -0.44 0.38
N 0.5479 -2.0942 -1.2947 -1.22 -0.22 0.32
C -4.1445 -0.5514 -0.1655 0.22 0.06 -0.08
C 2.3003 -1.8073 1.8690 0.37 0.06 -0.41
C -2.1340 0.3760 -1.1205 -0.05 -0.21 0.01
H 2.0044 1.2667 3.1381 -0.08 0.17 0.15
O -5.4626 -0.3395 0.0765 0.20 0.21 -0.14
N 1.8338 -1.8967 -1.5937 1.02 0.34 -0.48
C -6.2068 -1.3531 0.7104 -0.12 -0.17 0.11
C 2.0605 -0.6149 -1.5418 0.03 0.06 -0.12
C -3.4393 -1.6988 0.1897 -0.40 0.01 0.06
C -1.4211 -0.7656 -0.7496 -0.49 -0.02 0.14
H 2.0294 -2.8453 1.8052 -0.02 -0.20 -0.05
H -0.2927 3.4379 1.6097 -0.04 0.06 0.08
H 1.8047 4.4667 -1.9695 0.03 0.10 -0.04
C 2.2496 0.3730 2.5988 0.35 0.02 -0.16
H -0.2065 1.0530 0.9756 0.01 -0.05 0.04
C 3.2593 -1.2563 1.0556 -0.36 0.37 0.73
H 0.9388 -1.1126 3.4424 -0.14 -0.01 0.13
C 1.4031 2.3847 -1.6916 -0.21 -0.25 0.16
C 1.3627 3.7187 -1.3314 -0.02 0.14 0.14
H -7.2232 -0.9697 0.7823 0.06 -0.07 0.02
H 4.8542 -1.9157 -1.9109 0.04 0.00 0.21
S 3.6131 0.1406 -1.7404 0.34 0.05 -0.27
H -6.2091 -2.2763 0.1228 0.01 0.03 0.03
C 0.2249 1.8044 0.3318 0.12 -0.03 -0.19
C -2.0940 -1.8005 -0.1055 0.24 0.28 -0.11
N 0.9192 0.0677 -1.1961 0.11 -0.97 -0.22
Cl 0.6979 5.7536 0.3069 -0.01 0.21 0.05
H -1.6447 1.1755 -1.6567 0.00 0.06 -0.03
H -4.0375 1.3544 -1.1151 -0.07 0.11 -0.04
H -3.9279 -2.5183 0.6920 -0.07 -0.06 0.05
H 1.8732 2.0861 -2.6157 0.00 0.00 -0.13
C -0.0160 -0.9389 -1.0553 0.43 -0.03 -0.14
C 0.7497 4.0891 -0.1449 0.04 -0.25 -0.11
C 4.0151 -1.9964 0.0472 0.36 -0.25 -0.18
H 5.5673 -0.7466 -0.7671 0.03 -0.02 -0.01
C 0.8336 1.4261 -0.8620 -0.01 0.76 0.29
C 4.6406 -1.2182 -1.1010 -0.12 -0.06 -0.40
H -1.5425 -2.6894 0.1569 0.04 -0.10 0.05
C 0.1783 3.1369 0.6877 0.00 0.07 -0.07
O 4.1754 -3.1903 0.1229 0.04 0.10 0.02
```
Forces are in eV/Å.

The energy relative to the best compared isomer or geometry (same formula, charge and spin) comes out at 3.2 kcal/mol. The structure (SMILES) is COc1ccc(-c2nnc(SCC(=O)c3cccs3)n2-c2ccc(Cl)cc2)cc1.



Molecular formula: C21H16ClN5O5S
Method: DFT, ωB97M-V/def2-TZVPD

The geometry in XYZ format:
```
49
Properties=species:S:1:pos:R:3:forces:R:3
C 0.4846 -1.1308 -2.1013 -1.75 0.60 2.98
H -0.7852 -4.7859 -4.5836 -1.75 -0.54 -0.02
H -0.3592 1.8551 6.9570 -1.18 0.65 -0.44
C 2.7353 -3.4106 -4.6319 -0.19 0.43 -1.10
C 2.0963 -3.5362 -3.4570 -0.24 -0.36 0.64
H -2.0806 2.4184 7.3459 0.44 0.13 -0.06
O -2.1386 -3.1605 -3.1925 2.25 0.59 0.24
C 0.7860 -4.0350 -3.4578 3.18 0.99 -3.94
C -2.7707 4.4767 3.8380 1.24 -0.47 0.53
C 0.1678 2.6283 2.2313 -5.15 2.65 1.59
C 0.8429 -4.2899 -5.8508 -0.32 0.71 0.77
H 2.7764 -3.5805 -6.6943 -0.78 -0.31 -0.19
C 1.0298 0.0910 -1.6654 -1.53 -1.41 0.49
C 0.3548 0.6904 -0.5924 -1.57 -0.08 2.99
C -1.3119 3.2086 5.4364 -3.97 0.95 3.68
C -0.4651 2.8645 4.4496 3.31 -0.91 -1.82
H -1.9934 4.4612 1.9122 -0.23 0.15 -1.09
O 2.1080 1.4183 2.7832 -0.60 0.79 -0.57
H 0.8119 -1.5948 -2.9529 1.13 -0.94 -1.85
H 1.6096 2.2659 -0.3808 -0.88 -0.14 0.55
H 2.6552 -3.2067 -2.5914 -0.50 -0.11 0.47
H 0.6801 -4.1127 -1.4739 0.00 -0.17 -0.34
H -1.3176 0.4335 0.8873 1.15 0.35 -0.34
H 3.6453 -2.8506 -4.6287 0.71 -0.16 -0.27
N 0.0759 2.7346 0.9513 0.77 -1.48 -3.44
C 1.1278 2.0668 3.1206 3.02 -2.93 5.49
C 2.1292 -3.7626 -5.8326 0.61 -0.10 -1.18
C -0.8577 3.1905 3.1283 2.65 -0.61 -1.41
O -2.0896 -3.9280 -0.9691 2.25 0.58 0.16
H -2.1736 -1.6295 0.0884 0.50 0.15 -0.18
C -2.4687 4.0254 5.1447 0.44 -0.85 0.42
N 0.1442 -4.1400 -2.3419 -4.10 -0.36 6.28
N 2.2401 0.6328 -2.2387 0.20 -2.89 -1.20
H -3.5705 5.1749 3.6245 0.09 -0.17 0.04
H -3.2213 4.3409 5.9110 1.14 -0.57 -0.25
C 0.1500 -4.3447 -4.6293 1.83 -0.41 -1.45
H -0.5977 3.4862 7.4580 -0.60 -0.18 0.08
C -1.2914 -1.1747 -0.3734 0.85 0.93 0.95
S -1.2942 -3.2957 -2.0123 -2.87 -0.75 -0.51
H -0.4470 3.5358 0.5343 0.31 -1.32 0.24
N 0.7848 1.8279 0.0604 1.73 2.73 -0.24
N 0.7772 2.2758 4.5347 -0.80 -0.08 -3.05
C -0.7082 -0.0102 0.0762 -1.59 1.05 -0.06
C -1.8820 4.0455 2.8818 -1.93 1.29 -0.94
O 2.9848 -0.1572 -2.8367 -0.97 1.13 0.74
O 2.4251 1.8007 -2.1002 0.76 1.95 0.13
C -1.1187 2.6923 6.8920 1.42 0.27 -0.69
C -0.5949 -1.7455 -1.3855 0.68 -1.02 -3.27
Cl -0.0850 -4.7597 -7.2726 0.84 0.24 0.41
```
Forces are in eV/Å.

The energy relative to the best compared isomer or geometry (same formula, charge and spin) comes out at 139.3 kcal/mol. The structure (SMILES) is Cc1cccc2c1=NC(=O)C=2NNc1ccc(S(=O)(=O)Nc2cccc(Cl)c2)cc1[N+](=O)[O-].



Molecular formula: C21H16F2N4O
Method: DFT, ωB97M-V/def2-TZVPD

The geometry in XYZ format:
```
44
Properties=species:S:1:pos:R:3:forces:R:3
C 0.3443 -0.1311 -1.2981 0.07 -0.05 0.39
H -2.3545 2.6137 5.0868 -0.09 -0.10 -0.01
H 0.2582 -1.0160 -6.0872 0.09 0.09 0.00
C -0.0200 1.3819 4.4015 -0.02 0.19 0.64
C 0.0068 -2.7072 -4.8097 0.03 -0.17 0.22
H 2.0347 -3.5165 -0.6167 0.06 -0.11 0.03
N -0.5662 2.0317 2.1285 -0.32 0.71 0.60
F -0.5327 -4.5979 -3.4903 -0.01 0.06 -0.08
C 1.5627 -2.5617 -0.7854 0.00 -0.08 -0.25
C 0.6072 -0.5096 0.0140 0.12 -0.30 -0.47
H -0.8493 6.5991 5.3765 -0.01 0.09 0.02
C 0.2404 0.3640 1.1042 -0.13 0.33 0.97
C 1.3005 -2.1804 -2.1047 -0.01 0.11 0.26
C -1.7387 4.6539 5.2720 -0.14 0.03 0.03
C 1.4629 -2.7819 -4.4151 0.02 -0.09 -0.31
C -2.6885 -2.5739 -5.5496 0.05 0.02 0.00
C 1.2221 -1.7378 0.2612 -0.09 0.17 -0.12
H -2.1047 -0.8972 -6.7454 -0.03 0.07 -0.06
H 0.9571 1.0536 4.7682 -0.20 0.03 -0.10
C -1.5295 3.3076 5.0300 0.17 0.06 0.05
F 2.0108 3.3111 4.3281 -0.10 -0.01 -0.03
C 0.5837 5.0994 4.8720 0.16 -0.15 -0.07
N 0.4853 0.1311 2.3928 0.22 -0.46 -0.32
H 1.4238 -2.0287 1.2803 0.04 -0.07 0.08
C -0.2664 2.8316 4.7089 0.22 0.05 0.13
C -0.6853 5.5488 5.1918 -0.01 -0.07 -0.02
H 0.4661 -0.6363 -3.3583 0.00 0.00 -0.06
N -0.4083 1.5403 0.9528 0.03 -0.21 -0.72
H -3.7287 -2.5197 -5.8311 -0.10 0.00 -0.02
C -0.4473 -1.7314 -5.6892 -0.04 -0.15 0.07
C -2.2627 -3.5576 -4.6762 0.14 -0.10 0.12
H 1.9707 -1.8514 -4.7053 -0.07 -0.11 0.02
H 1.9391 -3.6155 -4.9449 -0.02 0.21 0.07
C 0.7721 3.7519 4.6337 -0.23 0.03 0.15
H -0.7970 0.7535 4.8500 0.13 0.10 -0.05
H -0.1329 0.8191 -1.4812 -0.04 0.08 -0.05
O 1.6922 -3.0698 -3.0549 0.08 0.01 0.22
C 0.6873 -0.9554 -2.3524 0.11 -0.18 -0.32
C -1.7779 -1.6645 -6.0606 -0.04 0.10 -0.11
H -2.9461 -4.2840 -4.2659 -0.05 -0.08 0.06
H -2.7282 5.0058 5.5195 -0.09 0.03 0.02
H 1.4225 5.7734 4.8006 0.10 0.05 -0.01
N -0.0303 1.1893 2.9752 0.11 -0.25 -0.80
C -0.9261 -3.6162 -4.3240 -0.10 0.14 -0.18
```
Forces are in eV/Å.

The energy relative to the best compared isomer or geometry (same formula, charge and spin) comes out at 3.0 kcal/mol. The structure (SMILES) is Fc1ccccc1COc1ccc(-c2nnn(Cc3ccccc3F)n2)cc1.



Molecular formula: C21H16F3O3S
Method: DFT, ωB97M-V/def2-TZVPD

The geometry in XYZ format:
```
44
Properties=species:S:1:pos:R:3:forces:R:3
C -0.1671 -0.0189 1.8338 -0.02 0.40 -0.05
H -0.4739 -1.0315 2.0999 -0.01 0.36 0.05
C 1.1232 0.4343 2.0955 -0.06 0.19 -0.23
F -4.6624 6.4613 5.0257 0.27 -0.20 0.65
H 1.8292 -0.2329 2.5943 -0.14 0.28 -0.15
C -6.2039 -3.1283 4.2634 0.21 -0.07 -0.26
C -0.7005 2.1135 0.7865 -0.16 -0.50 0.25
H -2.5960 1.1795 5.3342 -0.17 0.32 0.02
C -6.0569 -4.5102 4.1363 0.09 0.08 -0.21
C -5.5520 2.4951 4.2098 -0.07 0.16 0.20
S -6.0040 -0.5219 3.3715 1.82 -0.07 0.50
H -6.4635 2.2351 3.6692 0.33 -0.07 0.12
C -5.4364 3.7679 4.7310 0.22 -0.50 -0.19
O -6.3913 -0.1676 2.0239 -0.73 0.11 -0.35
C -4.9306 -2.8172 2.2260 0.12 -0.16 -0.01
H 0.9044 3.5651 0.7208 -0.14 -0.37 0.14
H -5.2795 -6.1306 2.9300 -0.02 0.23 0.06
C -1.1053 0.8423 1.2353 0.78 -0.02 0.33
C -5.3723 -5.0500 3.0412 0.03 0.19 0.08
C -4.5260 0.2419 3.8200 -0.56 -0.30 0.24
C -4.4955 1.5370 4.3669 -0.18 -0.45 -0.03
O -6.9688 -0.4284 4.4463 -0.85 0.38 -0.09
C -5.6376 -2.2862 3.3013 -0.06 -0.22 0.05
H -4.2450 -4.5999 1.2419 -0.15 0.02 0.22
H -3.1983 1.1474 0.6794 -0.09 -0.15 0.20
H -6.4891 -5.1574 4.8988 0.08 0.05 -0.23
H -6.2419 4.4848 4.5973 0.13 -0.05 -0.05
H -1.4224 2.7263 0.2438 0.18 -0.01 0.28
H 2.4964 2.1038 1.9821 -0.28 -0.11 -0.17
C -4.2757 4.1373 5.4140 0.22 1.26 0.38
C -4.1052 5.5548 5.8855 -0.16 -1.05 -0.30
H -3.6643 -0.4110 3.8350 -0.14 0.03 0.13
C -3.3646 1.9349 5.1484 -0.08 0.19 0.02
H -4.4571 -2.1504 1.5114 -0.31 -0.12 0.12
C -3.2711 3.2078 5.6771 0.08 -0.55 -0.52
C 0.5935 2.5669 1.0429 0.29 -0.33 0.10
F -2.7870 5.8994 6.0221 -0.80 0.11 0.17
O -2.9416 -0.6517 1.5940 1.04 1.49 -0.89
F -4.7037 5.7519 7.1059 0.40 0.52 -0.40
H -6.7698 -2.7032 5.0886 0.16 0.02 -0.20
C -4.7977 -4.1995 2.0922 -0.15 0.06 0.27
C 1.5014 1.7355 1.7235 -0.47 -0.06 -0.04
C -2.5239 0.4180 1.1711 -0.58 -1.16 -0.12
H -2.4093 3.4830 6.2773 -0.06 0.03 -0.11
```
Forces are in eV/Å.

Its net charge is -1.



Molecular formula: C21H16IN9OPbS4
Method: DFT, ωB97M-V/def2-TZVPD

The geometry in XYZ format:
```
53
Properties=species:S:1:pos:R:3:forces:R:3
N 0.3814 3.3047 1.2034 0.03 0.31 1.42
N 2.0402 0.7998 0.9997 -0.23 0.09 -0.31
O -2.1093 0.3272 -0.7894 0.25 0.12 -0.05
C 3.3470 0.8283 0.8289 0.06 -0.09 0.39
C -3.8186 1.6907 2.1403 0.01 -0.06 0.00
N 0.3412 -1.8363 -0.2705 0.00 -0.31 0.26
C -0.7041 -2.5218 0.1665 -0.22 -0.07 0.09
C -5.0794 -0.0919 1.1799 0.09 0.07 0.02
C -4.9287 0.8904 2.1666 -0.15 0.09 0.18
N -0.6453 -6.7971 0.1344 -0.21 0.34 0.07
C 0.3771 -4.6235 -0.2345 -0.17 1.07 0.06
H -5.6889 1.0155 2.9242 0.02 0.06 0.05
H -5.9552 -0.7275 1.1844 -0.04 -0.02 -0.03
H -1.5029 -6.3774 0.4512 0.07 -0.02 -0.04
C 1.4744 -3.8842 -0.6859 -0.18 -0.05 0.05
H 0.8723 0.5880 2.6476 0.13 0.05 -0.08
C -4.1307 -0.2461 0.2089 0.08 -0.12 -0.06
C -2.7931 1.5398 1.1793 -0.59 -0.49 -0.29
H -1.8801 3.2731 2.0018 0.16 -0.05 0.11
C -2.9459 0.5435 0.1563 -0.39 0.06 0.33
C -0.7343 -3.9032 0.2125 0.30 -0.22 -0.13
N 2.2519 4.5870 1.0567 0.41 0.29 0.00
N 1.8182 0.5951 2.2939 0.06 -0.09 0.24
H 2.2314 -1.9040 -1.0430 0.21 0.01 -0.08
Pb 0.2102 0.7047 -0.8033 -0.51 -0.54 -0.27
H 2.3563 -4.3900 -1.0422 0.04 -0.07 -0.02
C 3.9834 0.6317 2.0592 0.45 -0.08 0.45
S -0.2484 3.1337 -2.2877 0.11 0.40 -0.44
C 1.4090 -2.5056 -0.6862 0.03 -0.23 0.03
C 0.1009 3.4570 -4.9285 -0.28 0.54 -0.55
H 3.7734 0.9918 -0.1387 0.09 0.05 -0.32
N 2.3966 1.2269 -6.3044 0.17 0.02 -0.34
C 2.0310 1.5378 -5.2633 0.13 -0.20 -0.67
H -3.6941 2.4585 2.8945 -0.02 0.05 0.03
H -1.6232 -4.3852 0.5856 -0.12 -0.02 0.03
C 2.9669 0.4876 2.9808 0.37 0.03 -0.18
H -0.5958 -7.8001 0.0464 -0.02 0.11 0.05
C 1.2116 3.9269 0.4831 -0.50 -0.39 -1.24
N -0.5316 2.3891 0.7622 -0.73 0.11 -0.31
C 0.5720 2.7535 -3.8150 0.22 -0.43 0.97
S 1.7544 -6.8924 -0.8237 0.03 -0.08 0.01
S 2.2778 0.8552 -2.7392 0.65 0.23 -0.53
N -0.3005 4.0439 -5.8313 -0.13 0.16 -0.25
C 1.5548 1.8026 -3.9566 -0.26 -0.02 1.22
C -1.7025 2.4408 1.3179 0.78 0.51 0.00
H -1.5566 -1.9341 0.4730 -0.18 0.04 0.05
H 3.0085 0.3142 4.0357 -0.07 -0.02 0.24
H 2.2117 4.7273 2.0529 -0.06 -0.03 -0.01
S 1.2881 4.1981 -1.3064 0.15 0.06 0.08
I 6.0267 0.5481 2.4513 -0.44 0.04 -0.10
H -4.2486 -0.9903 -0.5665 0.02 -0.02 -0.08
H 2.7274 5.2896 0.5121 -0.06 0.00 0.15
C 0.4217 -6.0916 -0.2747 0.44 -1.20 -0.19
```
Forces are in eV/Å.

The energy relative to the best compared isomer or geometry (same formula, charge and spin) comes out at 24.1 kcal/mol.



Molecular formula: C21H16IrN4O8S3
Method: DFT, ωB97M-V/def2-TZVPD

The geometry in XYZ format:
```
53
Properties=species:S:1:pos:R:3:forces:R:3
C 1.0785 -2.0503 2.3071 -0.02 0.07 0.04
O -3.9504 -1.0730 -2.2565 -0.06 -0.04 -0.08
N 3.3126 -0.6937 0.6667 0.06 -0.01 -0.14
H 1.3015 -2.5098 1.3540 0.00 0.01 -0.04
C -1.6513 1.4915 1.3721 -0.28 0.16 0.18
C 3.8592 -0.0970 -0.5788 -0.01 0.00 0.07
C 1.4854 -0.7545 2.6095 -0.02 -0.05 0.11
C 0.3082 -2.7327 3.2278 0.03 -0.02 -0.01
C -0.9954 -2.8711 5.3704 0.01 0.00 0.01
H -0.3987 -0.6371 -3.6043 -0.07 -0.02 -0.06
N 0.5993 0.9022 -5.5147 -0.43 -0.12 -0.21
H 3.5387 -0.1023 -2.7071 -0.01 -0.04 -0.03
O -1.8978 -1.2008 -1.4254 -0.62 -0.15 -0.60
H 2.8310 -1.5647 0.4545 0.01 -0.05 -0.05
C -2.7987 2.1825 -4.6897 0.02 -0.01 0.00
C 3.2431 -0.7051 -1.8498 0.04 0.14 -0.05
C 0.3361 -0.8436 4.7022 0.00 0.04 0.00
H -1.2060 2.7752 -6.0304 -0.01 0.00 0.01
H -3.4684 2.9763 -4.9924 -0.01 -0.01 0.00
C -0.7214 1.0506 -4.8675 0.24 0.01 -0.06
C -0.0868 -2.1359 4.4249 -0.03 -0.04 0.02
C -3.1916 1.2702 -3.7202 0.02 0.05 0.04
C -1.8858 3.7600 2.2523 -0.02 -0.16 0.00
S 2.2506 0.2907 1.4389 -0.07 0.18 0.02
O 1.2249 0.7915 0.5125 0.00 -0.09 0.05
Ir -0.4663 -0.1622 -0.5671 1.69 1.38 0.94
H -0.5644 -3.8286 5.6688 0.01 0.00 -0.01
C 1.1238 -0.1451 3.8012 0.02 -0.08 -0.01
C -1.5447 2.0830 -5.2741 -0.06 0.06 0.04
C -1.8673 2.3455 2.4331 0.01 0.10 0.18
O 1.2371 -1.6265 -0.9752 -0.02 0.01 -0.24
H -0.0261 -3.7369 2.9951 -0.01 0.01 0.00
N -2.1888 1.3892 4.8075 0.05 0.00 0.02
S -1.5980 -0.2161 1.4397 -0.19 -0.56 0.16
H 4.9385 -0.2378 -0.5790 0.01 -0.03 0.00
H 0.0118 -0.3530 5.6104 -0.01 0.00 -0.01
C -2.3274 0.2665 -3.2988 0.04 0.11 0.00
O 1.1779 -0.1576 -5.3863 0.14 0.04 0.13
O 1.0309 0.2373 -2.1129 0.24 -0.27 -0.04
C -1.0810 0.1450 -3.8916 -0.08 -0.16 -0.06
H 3.6700 0.9768 -0.5648 0.01 0.01 0.02
C -2.7902 -0.7169 -2.2540 0.01 -0.17 0.22
H 3.5790 -1.7327 -1.9905 0.02 0.00 0.03
S -1.3389 1.9272 -0.2578 -0.38 0.06 -0.38
O 2.9889 1.3338 2.0806 -0.02 0.03 -0.02
C 1.7523 -0.7016 -1.6899 -0.34 -0.58 -0.05
H 1.4284 0.8722 4.0052 0.01 0.01 -0.01
C -2.0455 1.8254 3.7490 -0.06 0.06 -0.17
H -1.9542 -3.0758 4.8909 0.00 0.01 -0.01
N -1.9046 4.9020 2.0967 0.00 0.02 0.01
H -4.1720 1.3235 -3.2659 0.00 0.02 0.00
H -1.1884 -2.2841 6.2667 0.00 0.00 -0.01
O 1.0025 1.8285 -6.1928 0.12 0.06 0.08
```
Forces are in eV/Å.

The energy relative to the best compared isomer or geometry (same formula, charge and spin) comes out at 8.4 kcal/mol. Its net charge is -1.



no.,LUMO (eV),E (hartree)
1,0.048,-2381.1464
2,-2.338,-2317.9151
3,0.862,-1303.8131
4,2.150,-1733.3669
5,-1.172,-3461.1363
6,1.890,-2929.7482